No. 1
This record from OMol25 describes C3H5N3 in the gas phase in a non-equilibrium geometry. The level of theory is the ωB97M-V functional and the def2-TZVPD basis.

```
11
Properties=species:S:1:pos:R:3:forces:R:3:mulliken_charge:R:1
C -1.632 0.075 0.233 -0.161 0.192 0.193 -0.8033
N -0.261 0.307 -0.172 -0.130 0.737 0.013 -0.2021
C 0.807 0.766 0.552 0.070 -0.553 -0.314 0.0463
C 1.936 0.181 0.400 0.045 0.816 0.680 -0.5128
N 1.636 -1.277 -0.518 -1.281 -0.857 -0.813 -0.0482
N 0.555 -1.437 -0.854 1.726 -0.463 -0.014 -0.1165
H -2.125 -0.446 -0.596 0.087 0.127 0.244 0.2900
H -1.681 -0.557 1.122 0.132 0.144 -0.096 0.3032
H -2.128 1.027 0.418 -0.263 -0.066 0.134 0.3375
H -0.213 0.767 -1.071 -0.230 -0.076 -0.243 0.3172
H 2.990 0.295 0.544 0.004 -0.001 0.217 0.3888
```
Forces are in eV/Å.

Properties
electronic energy: -281.4354 Eh
net charge: 0
largest force on an atom: 1.79 eV Å⁻¹


No. 2
This record from OMol25 describes C3H5N3 in the gas phase. The level of theory is the ωB97M-V functional and the def2-TZVPD basis.

```
11
Properties=species:S:1:pos:R:3:forces:R:3:mulliken_charge:R:1
N 0.546 0.848 1.580 -0.020 0.179 -0.144 -0.6137
C -0.009 0.122 0.513 0.230 -0.014 -0.368 0.4695
C -0.894 0.420 -0.499 0.128 0.104 -0.012 -0.4683
C -0.687 -0.616 -1.437 -0.093 -0.151 -0.122 -0.3483
N 0.194 -1.513 -1.023 -0.272 0.101 -0.077 -0.8005
N 0.567 -1.054 0.188 0.155 0.081 0.164 0.2389
H 0.156 1.784 1.592 -0.128 -0.102 0.193 0.2619
H 1.524 0.968 1.325 0.012 0.081 0.420 0.2750
H -1.534 1.287 -0.577 0.169 -0.096 -0.050 0.3277
H -1.104 -0.692 -2.433 -0.099 -0.157 0.204 0.4110
H 1.241 -1.548 0.752 -0.082 -0.027 -0.208 0.2470
```
Forces are in eV/Å.

Properties
SMILES: Nc1ccn[nH]1
electronic energy: -281.5631 Eh
net charge: 0
largest force on an atom: 0.43 eV Å⁻¹


No. 3
This record from OMol25 describes 2 unconnected molecules or ions with the total composition C3H5N3 in a non-equilibrium geometry. The level of theory is the ωB97M-V functional and the def2-TZVPD basis.

```
11
Properties=species:S:1:pos:R:3:forces:R:3:mulliken_charge:R:1
C -1.783 -0.066 0.125 -0.124 -0.052 -0.146 -0.6349
N -0.600 -0.115 0.987 0.592 -0.573 -0.096 -0.5617
N 0.681 1.922 -0.393 0.969 -0.188 -0.351 -0.4171
C 1.696 1.433 -0.649 -0.837 0.507 0.182 0.1108
C 1.426 -1.128 0.176 -0.168 -0.276 0.162 -0.2840
N 0.347 -0.785 0.583 -0.417 0.507 0.106 0.3428
H -2.576 -0.690 0.555 0.145 0.082 -0.068 0.2813
H -1.573 -0.393 -0.899 0.027 0.010 0.140 0.3221
H -2.134 0.969 0.102 0.117 -0.179 0.051 0.2590
H 2.622 0.951 -0.872 -0.067 0.198 -0.028 0.2966
H 1.893 -2.097 0.284 -0.236 -0.037 0.048 0.2852
```
Forces are in eV/Å.

Properties
electronic energy: -281.4340 Eh
net charge: 0
largest force on an atom: 1.05 eV Å⁻¹


No. 4
This record from OMol25 describes C3H5N3 in the gas phase. The level of theory is the ωB97M-V functional and the def2-TZVPD basis.

```
11
Properties=species:S:1:pos:R:3:forces:R:3:mulliken_charge:R:1
N 1.467 -1.337 0.328 0.057 -0.061 -0.297 -0.4805
C 0.531 -0.364 -0.001 -0.018 0.061 -0.056 0.5239
C -0.880 -0.483 0.156 0.004 0.072 0.034 -0.3907
C -1.326 0.808 0.074 0.083 -0.007 0.062 -0.5014
N -0.253 1.590 -0.219 -0.153 0.078 -0.044 0.1678
N 0.894 0.866 -0.317 -0.079 -0.293 0.123 -0.7605
H 1.204 -2.276 0.074 0.065 0.030 -0.015 0.2390
H 2.412 -1.103 0.059 -0.097 -0.021 -0.088 0.2548
H -1.474 -1.385 0.209 0.148 0.166 0.565 0.3268
H -2.246 1.260 0.419 -0.192 -0.144 -0.687 0.3685
H -0.331 2.423 -0.782 0.181 0.117 0.404 0.2524
```
Forces are in eV/Å.

Properties
SMILES: Nc1cc[nH]n1
electronic energy: -281.5618 Eh
net charge: 0
largest force on an atom: 0.73 eV Å⁻¹


No. 5
This record from OMol25 describes C3H5N3 in the gas phase. The level of theory is the ωB97M-V functional and the def2-TZVPD basis.

```
11
Properties=species:S:1:pos:R:3:forces:R:3:mulliken_charge:R:1
C -1.415 0.134 0.128 -0.221 0.028 -0.027 -1.0678
C 0.043 0.247 -0.223 -0.339 0.318 -0.315 0.4267
C 0.913 1.343 0.252 0.282 -0.523 0.417 -0.3678
N 2.098 0.686 0.506 0.581 0.374 0.103 -0.2792
N 2.025 -0.616 0.319 -0.226 0.275 -0.018 -0.3057
N 0.849 -0.928 -0.104 -0.005 -0.042 -0.054 0.2276
H -1.899 1.100 -0.032 0.088 -0.161 -0.008 0.3272
H -1.915 -0.623 -0.478 -0.048 0.044 0.004 0.3260
H -1.528 -0.129 1.178 -0.004 -0.015 0.057 0.3193
H 0.180 0.684 -1.247 -0.040 -0.389 -0.149 0.1516
H 0.649 -1.897 -0.300 -0.067 0.091 -0.010 0.2423
```
Forces are in eV/Å.

Properties
electronic energy: -281.4232 Eh
net charge: 0
largest force on an atom: 0.73 eV Å⁻¹


No. 6
This record from OMol25 describes 2 unconnected molecules or ions with the total composition C3H5N3 in a non-equilibrium geometry. The level of theory is the ωB97M-V functional and the def2-TZVPD basis.

```
11
Properties=species:S:1:pos:R:3:forces:R:3:mulliken_spin:R:1
C -1.495 0.349 -0.046 -4.316 -10.085 -7.373 1.3425
C 1.226 -0.541 0.298 0.727 0.819 -0.485 0.0293
C 1.648 0.771 -0.090 -1.860 0.754 0.839 0.0385
N -2.011 -0.887 -0.153 1.478 3.499 5.085 0.6079
N -1.148 1.384 0.234 3.032 9.638 4.977 0.4014
N 0.654 -1.494 0.508 -0.750 -2.303 0.681 -0.0020
H 0.970 1.396 0.655 1.515 -0.471 -1.921 -0.0160
H 2.689 0.911 0.110 0.580 0.363 -0.105 0.0026
H 1.354 0.824 -1.173 0.380 0.663 1.059 -0.0072
H -1.913 -1.484 0.689 -0.591 -1.214 0.628 0.0219
H -1.975 -1.229 -1.031 -0.195 -1.662 -3.384 -0.4189
```
Forces are in eV/Å.

Properties
spin multiplicity: 3
electronic energy: -281.3105 Eh
⟨S²⟩: 2.02
net charge: 0
largest force on an atom: 13.22 eV Å⁻¹


No. 7
This record from OMol25 describes C3H5N3O in the gas phase in a non-equilibrium geometry. The level of theory is the ωB97M-V functional and the def2-TZVPD basis.

```
12
Properties=species:S:1:pos:R:3:forces:R:3:mulliken_charge:R:1
N -1.965 0.008 -0.826 0.277 0.553 -0.804 -0.5297
C -0.668 0.217 -0.358 0.713 -1.161 0.724 0.5462
C -0.137 1.272 0.411 0.028 -2.303 -1.099 -0.4905
N 1.104 0.967 0.822 0.399 0.473 0.222 -0.8832
N 1.351 -0.225 0.327 -1.212 0.507 -0.876 0.7751
O 2.539 -0.857 0.489 0.205 0.375 0.302 -0.4560
C 0.350 -0.741 -0.387 -1.370 1.900 0.172 -0.6371
H -2.699 0.385 -0.273 -0.371 0.105 0.292 0.2092
H -2.175 -0.886 -1.236 0.089 0.035 0.165 0.1958
H -0.705 2.130 0.567 -0.105 1.618 0.879 0.4672
H 2.650 -0.670 1.422 0.885 -0.292 0.638 0.3830
H 0.357 -1.601 -0.957 0.463 -1.811 -0.617 0.4201
```
Forces are in eV/Å.

Properties
SMILES: Nc1cnn(O)c1
electronic energy: -356.7305 Eh
net charge: 0
largest force on an atom: 2.55 eV Å⁻¹


No. 8
This record from OMol25 describes a molecular structure, C3H5N3O in a non-equilibrium geometry. The level of theory is the ωB97M-V functional and the def2-TZVPD basis.

```
12
Properties=species:S:1:pos:R:3:forces:R:3:mulliken_charge:R:1
C 0.213 0.467 -0.293 -5.186 -0.332 3.579 0.3436
C -1.115 0.815 0.161 1.847 0.747 -2.861 -0.6525
C -1.698 -0.350 -0.239 -2.375 -2.601 1.490 -0.3254
H 1.890 0.475 0.204 0.792 1.007 -1.804 0.3537
H 1.316 1.933 0.202 -0.184 -0.009 -1.232 0.3111
H -1.617 1.747 0.412 0.428 -0.142 -0.543 0.3125
H -2.682 -0.634 -0.223 -2.572 0.062 -0.050 0.4924
H 1.569 -1.834 0.765 -0.197 -1.092 1.846 0.3497
N 1.336 1.118 -0.446 4.395 1.400 3.249 -0.5957
N -0.947 -1.454 -0.326 -0.902 -0.443 -0.025 -0.8529
N 0.186 -0.876 -0.157 6.099 1.204 -1.172 0.7713
O 1.548 -1.405 -0.060 -2.146 0.198 -2.478 -0.5078
```
Forces are in eV/Å.

Properties
electronic energy: -356.6554 Eh
net charge: 0
largest force on an atom: 6.33 eV Å⁻¹


No. 9
This record from OMol25 describes 2 unconnected molecules or ions with the total composition C3H5N3O in a non-equilibrium geometry. The level of theory is the ωB97M-V functional and the def2-TZVPD basis.

```
12
Properties=species:S:1:pos:R:3:forces:R:3:mulliken_charge:R:1
O -2.388 0.995 -0.377 -0.253 0.808 -0.911 -0.4977
C -1.725 0.188 0.425 -0.139 -0.566 1.520 -0.4232
C -0.338 0.232 0.547 -0.517 0.301 -0.151 0.6265
N 0.367 0.968 -0.338 -1.533 0.039 -0.209 -0.6493
N 1.472 0.270 -0.416 2.314 -0.729 0.413 0.0865
C 1.516 -0.693 0.568 0.756 0.519 -0.529 -0.0291
N 0.409 -0.703 1.231 -0.420 -0.348 -0.264 -0.4773
H -1.741 1.477 -0.924 -0.126 -0.044 0.093 0.3595
H 0.174 -1.530 -1.456 -0.094 -0.158 -0.147 0.0110
H -2.353 -0.452 1.037 0.241 0.115 -0.065 0.4071
H 2.224 0.573 -1.021 -0.104 -0.083 0.256 0.2219
H 2.382 -1.325 0.723 -0.126 0.146 -0.008 0.3642
```
Forces are in eV/Å.

Properties
electronic energy: -356.6552 Eh
net charge: 0
largest force on an atom: 2.46 eV Å⁻¹


No. 10
This record from OMol25 describes 2 unconnected molecules or ions with the total composition C3H5N3O in a non-equilibrium geometry. The level of theory is the ωB97M-V functional and the def2-TZVPD basis.

```
12
Properties=species:S:1:pos:R:3:forces:R:3:mulliken_charge:R:1
C 1.779 1.117 0.054 3.004 -1.016 1.045 0.0543
C 0.572 -0.602 0.042 -2.618 0.457 -0.371 0.4834
C -0.216 0.536 0.030 -3.195 -1.970 0.219 -0.0970
N 1.840 -0.191 0.086 1.891 0.543 0.053 -0.5937
N 0.080 -1.894 -0.041 1.928 -1.218 0.826 -0.4854
N -2.491 0.479 0.193 4.843 1.642 3.511 -0.4654
O 0.604 1.604 -0.011 -3.549 1.477 0.180 -0.2470
H 2.506 1.851 0.381 0.482 -0.411 -0.670 0.3415
H 0.732 -2.722 0.009 -1.062 1.825 -0.237 0.2510
H -0.686 -1.981 -0.662 -0.546 -0.341 -0.383 0.2126
H -2.354 0.333 -0.776 -0.445 1.315 -1.609 0.2786
H -2.365 1.468 0.695 -0.733 -2.303 -2.563 0.2672
```
Forces are in eV/Å.

Properties
electronic energy: -356.6323 Eh
net charge: 0
largest force on an atom: 6.20 eV Å⁻¹


What is the net charge in the second record? 0